Here is a structure of composition C46H120AsF6N12O16 from the OMol25 dataset. Energies are from wB97M-V/def2-TZVPD.

Atoms and positions in Å:
As1 -0.878 0.934 -0.901
F1 -2.512 1.257 -0.145
F2 -1.094 2.406 -1.927
F3 0.691 0.585 -1.607
F4 -0.629 -0.504 0.138
F5 -1.672 -0.220 -2.051
F6 -0.156 2.037 0.363
C1 -3.526 -5.563 -4.688
C2 -4.296 -5.898 -3.398
C3 -3.422 -6.769 -2.438
O1 -2.968 -7.906 -3.092
C4 -2.158 -8.774 -2.256
N1 -4.744 -4.697 -2.743
H1 -3.367 -6.472 -5.269
H2 -2.579 -5.052 -4.517
H3 -4.218 -5.127 -5.409
H4 -5.140 -6.516 -3.703
H5 -4.008 -7.017 -1.553
H6 -2.665 -6.105 -2.022
H7 -1.684 -9.467 -2.952
H8 -2.746 -9.327 -1.523
H9 -1.397 -8.197 -1.730
H10 -5.386 -4.338 -3.435
H11 -3.909 -4.130 -2.791
C5 3.098 4.490 -5.033
C6 4.345 4.197 -4.280
C7 4.422 4.736 -2.894
O2 4.588 6.136 -3.123
C8 4.866 6.871 -1.962
N2 4.381 2.789 -4.207
H12 3.139 3.981 -5.996
H13 3.084 5.532 -5.354
H14 2.185 4.182 -4.523
H15 5.227 4.547 -4.817
H16 5.271 4.309 -2.360
H17 3.589 4.540 -2.218
H18 5.049 7.917 -2.209
H19 5.738 6.477 -1.441
H20 3.991 6.866 -1.312
H21 3.578 2.422 -3.717
H22 5.204 2.511 -3.692
C9 -8.316 -1.937 -5.990
O3 -7.085 -1.307 -5.663
C10 -7.186 0.114 -5.301
C11 -5.739 0.718 -5.316
N3 -5.264 0.781 -6.709
C12 -3.928 1.315 -6.781
C13 -3.355 1.086 -8.196
O4 -3.184 -0.299 -8.498
C14 -2.264 -1.044 -7.728
H23 -8.197 -2.994 -6.230
H24 -8.707 -1.373 -6.837
H25 -9.066 -1.860 -5.203
H26 -7.651 0.204 -4.320
H27 -7.787 0.743 -5.958
H28 -5.132 0.043 -4.711
H29 -5.757 1.676 -4.796
H30 -5.166 -0.156 -7.073
H31 -3.306 0.828 -6.029
H32 -3.952 2.397 -6.650
H33 -2.464 1.700 -8.328
H34 -4.070 1.658 -8.787
H35 -1.231 -0.730 -7.876
H36 -2.471 -2.075 -8.013
H37 -2.483 -1.079 -6.660
C15 3.931 -7.699 -4.342
O5 4.035 -6.356 -3.834
C16 3.505 -5.408 -4.714
C17 3.478 -4.019 -3.981
N4 4.618 -3.209 -4.189
C18 5.867 -3.791 -3.592
C19 7.019 -2.776 -3.582
O6 6.755 -1.764 -2.601
C20 7.622 -0.620 -2.750
H38 4.297 -8.360 -3.556
H39 4.627 -7.823 -5.171
H40 2.920 -7.986 -4.632
H41 2.496 -5.741 -4.958
H42 4.071 -5.438 -5.645
H43 3.337 -4.260 -2.927
H44 2.623 -3.519 -4.436
H45 4.473 -2.255 -3.888
H46 5.963 -4.630 -4.281
H47 5.619 -4.191 -2.609
H48 7.005 -2.292 -4.559
H49 8.015 -3.201 -3.457
H50 7.436 -0.031 -3.647
H51 8.664 -0.935 -2.811
H52 7.445 -0.017 -1.859
C21 13.275 5.767 6.161
O7 12.314 5.244 5.309
C22 11.687 4.131 5.833
C23 10.448 3.761 5.045
N5 9.177 4.452 5.323
C24 9.359 5.802 4.690
C25 8.002 6.591 4.968
O8 6.908 6.059 4.221
C26 6.543 4.621 4.285
H53 12.882 5.850 7.174
H54 13.500 6.746 5.739
H55 14.199 5.193 6.093
H56 11.295 4.294 6.837
H57 12.296 3.235 5.950
H58 10.255 2.711 5.265
H59 10.670 3.795 3.978
H60 9.256 4.582 6.321
H61 9.478 5.600 3.626
H62 10.237 6.351 5.031
H63 8.096 7.613 4.601
H64 7.750 6.588 6.028
H65 5.544 4.475 3.874
H66 6.421 4.326 5.327
H67 7.189 3.951 3.719
C27 -5.211 -7.704 11.680
O9 -4.973 -6.626 10.698
C28 -5.974 -5.621 10.791
C29 -5.883 -4.416 9.773
N6 -6.095 -4.750 8.305
C30 -6.080 -3.531 7.535
C31 -5.949 -3.730 5.978
O10 -4.727 -4.468 5.721
C32 -4.508 -4.536 4.295
H68 -4.605 -8.578 11.441
H69 -6.204 -8.150 11.637
H70 -4.831 -7.473 12.676
H71 -6.086 -5.220 11.798
H72 -6.888 -6.155 10.532
H73 -4.979 -3.824 9.919
H74 -6.628 -3.667 10.041
H75 -5.420 -5.404 7.934
H76 -5.212 -2.993 7.916
H77 -7.008 -2.997 7.734
H78 -6.034 -2.716 5.589
H79 -6.735 -4.369 5.576
H80 -3.727 -5.260 4.064
H81 -4.171 -3.580 3.897
H82 -5.419 -4.882 3.805
C33 4.139 -4.345 5.188
O11 4.460 -4.095 3.832
C34 4.513 -2.691 3.432
C35 5.412 -2.352 2.190
N7 6.818 -2.748 2.209
C36 7.431 -2.217 3.431
C37 8.953 -2.704 3.580
O12 9.878 -2.088 2.738
C38 11.237 -2.428 3.046
H83 4.360 -5.358 5.524
H84 3.078 -4.152 5.343
H85 4.645 -3.689 5.896
H86 4.676 -1.956 4.219
H87 3.502 -2.415 3.134
H88 5.368 -1.264 2.157
H89 4.865 -2.751 1.336
H90 7.273 -2.235 1.468
H91 6.904 -2.648 4.282
H92 7.306 -1.134 3.423
H93 8.996 -3.709 3.160
H94 9.151 -2.631 4.649
H95 11.427 -3.491 3.196
H96 11.533 -1.918 3.963
H97 11.928 -2.164 2.246
C39 -4.436 7.145 -4.923
O13 -5.781 7.193 -4.552
C40 -6.031 7.016 -3.126
C41 -7.456 7.569 -2.914
N8 -8.554 6.732 -3.264
C42 -9.831 7.408 -3.280
C43 -10.803 6.530 -3.990
O14 -11.031 5.430 -3.144
C44 -11.672 4.309 -3.761
H98 -3.859 6.545 -4.219
H99 -3.952 8.115 -4.813
H100 -4.346 6.799 -5.953
H101 -5.342 7.631 -2.547
H102 -5.953 6.045 -2.636
H103 -7.499 8.469 -3.528
H104 -7.493 7.875 -1.868
H105 -8.548 6.214 -4.131
H106 -9.883 8.383 -3.764
H107 -10.138 7.528 -2.241
H108 -10.334 6.236 -4.929
H109 -11.727 7.061 -4.219
H110 -11.718 3.633 -2.907
H111 -11.093 3.980 -4.624
H112 -12.686 4.572 -4.062
C45 -9.124 2.752 0.930
O15 -8.752 2.122 1.873
N9 -8.253 3.259 0.149
N10 -10.331 2.987 0.625
H113 -7.320 2.925 0.344
H114 -8.531 4.022 -0.451
H115 -11.123 2.626 1.137
H116 -10.572 3.515 -0.202
C46 -0.919 0.535 6.138
O16 -1.503 0.756 7.215
N11 -1.126 -0.566 5.509
N12 -0.197 1.384 5.512
H117 -1.828 -1.253 5.745
H118 -0.768 -0.626 4.567
H119 -0.264 2.348 5.807
H120 0.144 1.165 4.587

Its HOMO energy is -0.2536 Ha. As for the net charge: -1.


Here is a cluster of 10 separate species, C46H120N8O17 in total from the OMol25 dataset. Energies are from wB97M-V/def2-TZVPD.

Atoms and positions in Å:
C1 -22.570 -32.288 -10.784
C2 -23.179 -33.240 -11.845
C3 -24.517 -33.814 -11.394
O1 -24.257 -34.939 -10.553
C4 -25.475 -35.510 -10.118
N1 -23.283 -32.422 -13.075
H1 -22.075 -32.885 -10.013
H2 -23.284 -31.647 -10.261
H3 -21.754 -31.667 -11.153
H4 -22.474 -34.060 -11.980
H5 -25.090 -34.062 -12.294
H6 -25.093 -33.052 -10.856
H7 -25.160 -36.242 -9.371
H8 -26.080 -35.963 -10.905
H9 -26.120 -34.844 -9.533
H10 -23.393 -31.443 -12.798
H11 -22.428 -32.447 -13.617
C5 -26.178 -30.364 -13.353
C6 -25.188 -29.204 -13.457
C7 -25.842 -27.868 -13.090
O2 -26.732 -27.498 -14.114
C8 -27.372 -26.250 -13.935
N2 -24.076 -29.559 -12.569
H12 -27.127 -30.155 -13.851
H13 -26.342 -30.684 -12.319
H14 -25.816 -31.286 -13.811
H15 -24.902 -29.251 -14.509
H16 -25.137 -27.073 -12.818
H17 -26.398 -28.050 -12.156
H18 -28.169 -26.438 -13.211
H19 -27.822 -25.793 -14.817
H20 -26.711 -25.444 -13.597
H21 -23.476 -28.731 -12.528
H22 -24.328 -29.543 -11.586
C9 -25.169 -29.202 -7.646
C10 -24.619 -28.479 -8.886
C11 -25.312 -27.129 -9.000
O3 -26.658 -27.262 -9.394
C12 -27.230 -26.077 -9.909
N3 -23.204 -28.171 -8.657
H23 -26.233 -29.440 -7.710
H24 -24.985 -28.569 -6.773
H25 -24.673 -30.142 -7.396
H26 -24.685 -29.061 -9.797
H27 -24.747 -26.580 -9.765
H28 -25.275 -26.584 -8.052
H29 -28.285 -26.300 -10.072
H30 -26.794 -25.695 -10.835
H31 -27.175 -25.404 -9.043
H32 -22.713 -29.016 -8.381
H33 -23.085 -27.537 -7.868
C13 -29.560 -29.373 -5.534
C14 -30.410 -30.643 -5.499
O4 -31.412 -30.513 -4.512
O5 -29.127 -29.057 -4.238
H34 -30.122 -28.576 -6.034
H35 -28.686 -29.593 -6.149
H36 -29.787 -31.540 -5.390
H37 -30.892 -30.902 -6.452
H38 -32.232 -30.934 -4.768
H39 -29.923 -28.856 -3.731
C15 -19.991 -27.067 -10.879
C16 -21.238 -26.414 -11.487
O6 -22.263 -27.372 -11.475
O7 -18.878 -26.186 -10.889
H40 -19.810 -28.041 -11.346
H41 -20.121 -27.277 -9.808
H42 -21.038 -25.887 -12.422
H43 -21.461 -25.559 -10.832
H44 -22.675 -27.334 -10.590
H45 -18.090 -26.661 -10.613
C17 -31.826 -16.820 -6.735
O8 -31.826 -17.238 -8.112
C18 -31.671 -18.650 -8.212
C19 -32.147 -19.115 -9.587
N4 -32.828 -20.418 -9.512
C20 -32.074 -21.550 -8.976
C21 -30.730 -21.677 -9.768
O9 -30.113 -22.925 -9.614
C22 -28.890 -23.044 -10.294
H46 -31.583 -15.762 -6.724
H47 -30.972 -17.374 -6.328
H48 -32.733 -17.112 -6.204
H49 -32.226 -19.136 -7.408
H50 -30.581 -18.795 -8.214
H51 -31.385 -19.058 -10.361
H52 -32.906 -18.372 -9.844
H53 -33.719 -20.276 -9.063
H54 -32.646 -22.446 -9.227
H55 -32.019 -21.540 -7.883
H56 -30.059 -20.936 -9.317
H57 -31.022 -21.473 -10.801
H58 -28.075 -22.507 -9.801
H59 -28.992 -22.793 -11.357
H60 -28.755 -24.125 -10.279
C23 -24.064 -21.551 -7.343
O10 -24.309 -22.909 -7.672
C24 -23.222 -23.607 -8.246
C25 -22.559 -24.356 -7.075
N5 -23.377 -25.412 -6.543
C26 -22.772 -26.127 -5.419
C27 -22.392 -25.238 -4.253
O11 -22.077 -26.038 -3.091
C28 -21.614 -25.299 -1.991
H61 -23.926 -21.110 -8.341
H62 -23.215 -21.403 -6.673
H63 -24.994 -21.123 -6.974
H64 -22.500 -23.027 -8.830
H65 -23.471 -24.378 -8.983
H66 -22.273 -23.602 -6.337
H67 -21.689 -24.860 -7.521
H68 -24.377 -25.371 -6.620
H69 -21.910 -26.616 -5.880
H70 -23.526 -26.812 -5.030
H71 -23.278 -24.744 -3.835
H72 -21.613 -24.514 -4.496
H73 -20.724 -24.681 -2.127
H74 -21.494 -26.017 -1.181
H75 -22.442 -24.651 -1.666
C29 -16.686 -27.931 -5.417
O12 -17.736 -28.852 -5.591
C30 -19.001 -28.301 -5.885
C31 -19.782 -29.343 -6.678
N6 -19.088 -29.686 -7.919
C32 -19.679 -30.780 -8.694
C33 -18.841 -31.094 -9.917
O13 -19.091 -32.440 -10.301
C34 -18.087 -33.065 -11.016
H76 -15.764 -28.500 -5.305
H77 -16.724 -27.239 -4.569
H78 -16.636 -27.324 -6.327
H79 -18.944 -27.334 -6.392
H80 -19.586 -28.162 -4.967
H81 -20.805 -29.014 -6.867
H82 -19.838 -30.291 -6.126
H83 -18.206 -30.069 -7.590
H84 -20.705 -30.614 -9.035
H85 -19.698 -31.614 -7.981
H86 -17.816 -31.117 -9.525
H87 -19.037 -30.325 -10.661
H88 -17.101 -33.062 -10.529
H89 -17.909 -32.798 -12.064
H90 -18.280 -34.142 -11.061
C35 -27.308 -25.206 -5.191
O14 -28.219 -24.350 -4.530
C36 -28.995 -25.085 -3.618
C37 -30.057 -24.202 -2.950
N7 -31.118 -24.873 -2.203
C38 -31.814 -23.937 -1.310
C39 -32.553 -22.780 -2.007
O15 -33.842 -23.303 -2.318
C40 -34.634 -22.515 -3.186
H91 -27.029 -24.983 -6.222
H92 -27.672 -26.237 -5.271
H93 -26.429 -25.218 -4.537
H94 -28.422 -25.491 -2.779
H95 -29.549 -25.810 -4.226
H96 -30.528 -23.518 -3.666
H97 -29.498 -23.547 -2.273
H98 -31.807 -25.113 -2.913
H99 -31.078 -23.539 -0.608
H100 -32.512 -24.503 -0.695
H101 -32.156 -22.382 -2.943
H102 -32.644 -21.948 -1.297
H103 -35.154 -21.731 -2.616
H104 -35.361 -23.236 -3.550
H105 -34.111 -21.890 -3.916
C41 -23.122 -30.608 -4.876
O16 -22.315 -31.220 -5.863
C42 -22.824 -32.425 -6.443
C43 -21.702 -33.455 -6.592
N8 -22.218 -34.763 -6.921
C44 -22.450 -35.017 -8.326
C45 -21.220 -35.151 -9.224
O17 -20.467 -36.204 -8.688
C46 -19.158 -36.389 -9.163
H106 -24.123 -30.960 -4.632
H107 -23.196 -29.556 -5.176
H108 -22.504 -30.509 -3.977
H109 -23.189 -32.240 -7.459
H110 -23.659 -32.796 -5.849
H111 -21.159 -33.525 -5.643
H112 -20.872 -33.043 -7.179
H113 -21.862 -35.455 -6.286
H114 -23.153 -34.220 -8.556
H115 -23.007 -35.931 -8.541
H116 -20.590 -34.250 -9.206
H117 -21.582 -35.265 -10.252
H118 -18.820 -37.419 -9.152
H119 -18.471 -35.749 -8.591
H120 -19.022 -35.918 -10.145

Its HOMO energy is -0.2983 Ha. The calculation puts the energy relative to the best compared isomer or geometry (same formula, charge and spin) at 17.63 kcal per mole.


| no. | LUMO level (eV) | total energy (eV) | F_max (eV/Å) |
| --- | --- | --- | --- |
| 1 | 1.6926 | -177425.2123 | 7.3 |
| 2 | 0.3465 | -96362.9276 | 2.3 |